No. 1
3 unconnected molecules or ions with the total composition C22H24ClF16N4O9P3S, computed with ωB97M-V/def2-TZVPD.

As for the orbital gap: 6.80 eV. The value obtained for the LUMO energy is -1.5 eV. The spin multiplicity is 1. Its HOMO energy is -0.3068 Ha. As for the total charge: 0.

Atoms and positions in Å:
C (5.392, 0.887, -1.197)
P (4.411, 1.544, 0.310)
O (4.401, 3.250, 0.353)
C (2.647, 0.843, 0.008)
C (2.229, -0.527, 0.708)
N (3.181, -1.185, 1.595)
C (0.824, -1.192, 0.471)
P (0.260, -2.820, 1.194)
O (-0.536, -3.742, -0.040)
O (-0.986, -2.529, 2.359)
S (1.639, -3.980, 1.892)
C (-0.192, -0.397, -0.459)
N (-1.479, -1.017, -0.608)
C (-2.382, -0.277, -1.411)
C (-3.836, -0.955, -1.623)
C (-4.518, -1.455, -0.251)
O (-4.016, -0.823, 0.947)
C (-1.977, 1.063, -2.067)
C (-3.096, 1.794, -2.994)
O (-2.741, 3.167, -3.295)
N (-3.187, 3.992, -2.289)
O (-2.361, 4.844, -2.163)
N (-0.727, 1.732, -1.992)
C (0.136, 0.945, -1.151)
C (1.593, 1.550, -0.924)
P (1.984, 3.189, -1.858)
O (3.613, 3.120, -2.459)
Cl (1.791, 4.820, -0.474)
H (5.621, 1.685, -1.976)
H (6.385, 0.474, -0.771)
H (4.842, -0.033, -1.614)
H (4.094, 3.576, 1.229)
H (2.621, -1.441, 2.437)
H (3.901, -0.547, 1.965)
H (-0.454, -4.699, 0.173)
H (-1.749, -3.114, 2.110)
H (-4.556, -0.303, -2.214)
H (-3.631, -1.901, -2.258)
H (-5.639, -1.192, -0.339)
H (-4.410, -2.594, -0.206)
H (-3.890, 0.142, 0.830)
H (-3.262, 1.144, -3.915)
H (-4.072, 1.744, -2.378)
H (3.585, 2.341, -3.067)
C (10.280, -0.734, 2.402)
C (8.827, -0.234, 2.252)
C (7.739, -1.156, 2.802)
F (7.712, -2.353, 2.188)
F (6.513, -0.604, 2.608)
F (8.598, 0.071, 0.952)
F (8.746, 0.948, 2.933)
O (10.872, -1.370, 1.259)
C (10.616, -2.747, 1.079)
C (9.825, -3.037, -0.202)
F (8.635, -2.396, -0.211)
F (9.557, -4.360, -0.313)
F (10.030, -3.247, 2.184)
F (11.828, -3.343, 0.999)
H (10.891, 0.161, 2.549)
H (10.426, -1.320, 3.313)
H (7.863, -1.320, 3.876)
H (10.385, -2.721, -1.085)
C (-9.468, -0.430, -0.297)
C (-8.162, 0.268, -0.733)
C (-7.451, 1.091, 0.342)
F (-8.201, 2.108, 0.800)
F (-6.321, 1.652, -0.166)
F (-8.408, 1.013, -1.837)
F (-7.300, -0.718, -1.132)
O (-10.700, 0.228, -0.623)
C (-11.158, 1.225, 0.268)
C (-11.201, 2.616, -0.376)
F (-9.986, 2.997, -0.825)
F (-11.596, 3.549, 0.523)
F (-10.428, 1.191, 1.399)
F (-12.410, 0.859, 0.623)
H (-9.512, -1.364, -0.864)
H (-9.441, -0.745, 0.750)
H (-7.159, 0.465, 1.191)
H (-11.893, 2.632, -1.221)

No. 2
4 unconnected molecules or ions with the total composition C22H24ClF24NO4, computed with ωB97M-V/def2-TZVPD.

As for the orbital gap: 10.45 eV. The value obtained for the LUMO energy is 0.3 eV. The spin multiplicity is 1. Its HOMO energy is -0.3739 Ha. As for the total charge: 0.

Atoms and positions in Å:
C (-3.958, 1.877, 0.491)
C (-2.700, 1.409, 1.199)
C (-1.637, 0.855, 0.266)
Cl (-1.040, 2.203, -0.756)
C (-0.511, 0.183, 1.089)
C (0.962, 0.468, 0.771)
C (1.492, -0.962, 0.397)
N (0.331, -1.762, -0.011)
C (-0.696, -1.316, 0.914)
O (-1.539, -2.030, 1.437)
H (-4.832, 1.620, 1.069)
H (-3.949, 2.953, 0.423)
H (-4.036, 1.480, -0.506)
H (-2.216, 2.213, 1.732)
H (-2.891, 0.624, 1.921)
H (-2.112, 0.153, -0.400)
H (-0.663, 0.522, 2.102)
H (1.183, 1.273, 0.096)
H (1.398, 0.692, 1.728)
H (2.235, -0.949, -0.380)
H (1.867, -1.369, 1.320)
H (0.071, -1.356, -0.911)
C (-2.884, 1.799, -4.716)
C (-3.936, 1.096, -3.843)
C (-4.608, -0.164, -4.394)
F (-5.312, 0.097, -5.513)
F (-5.465, -0.636, -3.457)
F (-4.867, 1.984, -3.437)
F (-3.265, 0.679, -2.730)
O (-3.269, 2.949, -5.450)
C (-3.789, 2.882, -6.720)
C (-5.210, 3.453, -6.785)
F (-6.035, 2.786, -5.956)
F (-5.671, 3.319, -8.051)
F (-3.725, 1.642, -7.245)
F (-3.031, 3.685, -7.500)
H (-2.165, 2.190, -3.998)
H (-2.337, 1.089, -5.335)
H (-3.862, -0.935, -4.605)
H (-5.200, 4.510, -6.511)
C (1.137, 3.799, 6.248)
C (0.864, 2.824, 5.092)
C (1.315, 1.371, 5.253)
F (2.651, 1.266, 5.383)
F (0.951, 0.691, 4.136)
F (1.340, 3.329, 3.934)
F (-0.493, 2.754, 4.974)
O (2.251, 4.669, 6.153)
C (3.506, 4.318, 6.591)
C (4.530, 4.318, 5.452)
F (4.166, 3.458, 4.480)
F (5.726, 3.926, 5.947)
F (3.513, 3.153, 7.269)
F (3.907, 5.281, 7.451)
H (0.287, 4.479, 6.228)
H (1.098, 3.297, 7.215)
H (0.833, 0.905, 6.116)
H (4.620, 5.321, 5.030)
C (2.005, -4.973, -0.458)
C (1.514, -5.850, -1.619)
C (1.828, -7.347, -1.574)
F (3.157, -7.578, -1.590)
F (1.288, -7.935, -2.668)
F (1.919, -5.327, -2.798)
F (0.152, -5.777, -1.595)
O (3.194, -4.220, -0.643)
C (4.441, -4.724, -0.379)
C (5.322, -4.760, -1.632)
F (4.763, -5.516, -2.595)
F (6.520, -5.301, -1.303)
F (4.401, -5.924, 0.235)
F (5.046, -3.861, 0.472)
H (1.239, -4.205, -0.346)
H (2.017, -5.519, 0.486)
H (1.390, -7.802, -0.681)
H (5.473, -3.747, -2.011)

No. 3
A molecular structure, C22H24CrNO3S2, computed with ωB97M-V/def2-TZVPD.

As for the orbital gap (alpha / beta): 4.27 / 5.04 eV. The value obtained for the LUMO energy (alpha / beta) is 4.9 / 4.9 eV. As for the expectation value of S²: 3.867. The spin multiplicity is 4. Its HOMO energy (alpha / beta) is 0.0225 / -0.0061 Ha. As for the total charge: -2.

Atoms and positions in Å:
Cr (0.011, 0.336, 0.555)
C (1.990, 0.401, 1.683)
C (2.295, -0.537, 0.654)
C (2.038, 0.072, -0.601)
H (2.743, -1.532, 0.783)
C (1.616, 1.421, -0.364)
C (1.602, 1.624, 1.067)
H (1.425, 2.577, 1.598)
H (2.149, 0.253, 2.760)
H (2.265, -0.356, -1.572)
H (1.471, 2.183, -1.143)
C (-2.153, 0.172, 1.197)
C (-1.534, 1.379, 1.614)
C (-1.168, 2.107, 0.433)
H (-1.442, 1.734, 2.653)
C (-1.484, 1.288, -0.702)
C (-2.094, 0.086, -0.224)
H (-2.495, -0.722, -0.840)
H (-2.648, -0.548, 1.863)
H (-0.784, 3.138, 0.393)
H (-1.395, 1.581, -1.757)
O (0.004, -1.659, -1.169)
C (-0.237, -0.623, -4.361)
C (0.382, -1.933, -3.990)
C (0.578, 0.591, -3.871)
C (-1.746, -0.593, -4.022)
C (0.400, -2.350, -2.328)
H (1.444, -1.993, -4.302)
H (-0.148, -2.768, -4.484)
H (-0.164, -3.273, -2.224)
H (1.431, -2.574, -2.061)
H (0.604, 0.987, -4.856)
H (1.586, 0.374, -3.522)
H (0.140, 1.352, -3.197)
H (-2.005, -0.645, -5.054)
H (-2.145, 0.332, -3.587)
H (-2.203, -1.436, -3.492)
O (-2.344, -1.351, 5.823)
S (-1.340, -0.691, 5.030)
O (-1.210, 0.777, 5.160)
N (-1.383, -1.128, 3.444)
C (-0.298, -1.707, 2.990)
S (-0.119, -2.003, 1.314)
C (0.701, -1.973, 4.032)
C (1.987, -2.507, 3.958)
C (2.780, -2.527, 5.109)
C (2.298, -2.003, 6.321)
C (1.014, -1.442, 6.392)
C (0.238, -1.437, 5.238)
H (2.328, -2.905, 3.004)
H (3.784, -2.947, 5.067)
H (2.923, -2.023, 7.214)
H (0.604, -1.013, 7.303)

No. 4
A gas-phase ion, C22H24F2N (charge +1), computed with ωB97M-V/def2-TZVPD.

As for the orbital gap: 7.73 eV. The value obtained for the LUMO energy is -3.9 eV. The energy relative to the best compared isomer or geometry (same formula, charge and spin) is 65.6 kJ/mol. The spin multiplicity is 1. Its HOMO energy is -0.4271 Ha. As for the total charge: +1.

Atoms and positions in Å:
C (-2.055, -2.403, 1.117)
C (-2.068, -0.886, 0.696)
C (-0.626, -0.363, 0.506)
C (0.185, -1.575, 0.999)
N (1.485, -1.575, 1.239)
C (2.261, -2.751, 1.608)
C (3.720, -2.277, 1.603)
C (3.720, -0.752, 1.404)
C (2.266, -0.344, 1.193)
C (-0.582, -2.781, 1.316)
H (-2.651, -2.508, 2.038)
H (-2.548, -3.017, 0.345)
H (-2.647, -0.704, -0.203)
H (-2.518, -0.245, 1.484)
H (-0.343, 0.526, 1.148)
H (1.968, -3.101, 2.584)
H (2.086, -3.532, 0.901)
H (4.209, -2.566, 2.546)
H (4.256, -2.780, 0.787)
H (4.131, -0.228, 2.285)
H (4.331, -0.467, 0.526)
H (2.152, 0.192, 0.218)
H (1.944, 0.408, 1.969)
H (-0.416, -3.095, 2.370)
H (-0.302, -3.678, 0.695)
F (-4.346, -1.001, -4.258)
C (-3.358, -0.484, -3.464)
C (-2.075, -1.047, -3.566)
C (-1.079, -0.511, -2.751)
C (-1.368, 0.508, -1.853)
C (-0.396, 0.673, -0.683)
C (0.028, 2.172, -0.407)
C (1.380, 2.513, -0.414)
C (1.828, 3.719, 0.177)
C (0.858, 4.589, 0.656)
F (1.254, 5.783, 1.169)
C (-0.501, 4.337, 0.564)
C (-0.912, 3.086, 0.055)
C (-2.598, 1.173, -1.929)
C (-3.636, 0.623, -2.680)
H (-1.842, -1.803, -4.311)
H (-0.058, -0.900, -2.809)
H (0.503, 0.037, -0.851)
H (2.124, 1.865, -0.876)
H (2.871, 4.000, 0.157)
H (-1.235, 5.096, 0.800)
H (-1.980, 2.841, 0.056)
H (-2.799, 2.115, -1.409)
H (-4.621, 1.120, -2.746)